Record 1
{
  "formula": "C20H30N12O4STi",
  "method": "wB97M-V/def2-TZVPD",
  "elements": ["Ti", "S", "O", "O", "O", "O", "N", "N", "N", "N", "N", "N", "N", "N", "N", "N", "N", "N", "C", "C", "C", "C", "C", "C", "C", "C", "C", "C", "C", "C", "C", "C", "C", "C", "C", "C", "C", "C", "H", "H", "H", "H", "H", "H", "H", "H", "H", "H", "H", "H", "H", "H", "H", "H", "H", "H", "H", "H", "H", "H", "H", "H", "H", "H", "H", "H", "H", "H"],
  "xyz": [[0.4518, 0.2374, 0.7729], [-3.8053, -0.8652, 0.3854], [4.2343, -0.4234, -1.3989], [2.0401, 0.3825, 2.4639], [-0.6992, 1.2020, 2.1033], [2.1172, 0.5128, -0.4132], [3.2048, 0.9953, 4.2921], [0.8956, 1.2767, 4.1980], [-0.6201, -0.9478, -0.6438], [3.0522, -2.9254, -0.1196], [-4.9214, -0.5544, 2.7432], [0.6921, 1.7934, -1.6702], [1.0744, -2.4405, -1.1641], [-1.5334, -1.6423, 2.3217], [1.2821, -1.9147, 1.0962], [-0.0232, 1.7495, -0.4739], [-2.7791, -1.3043, 2.8393], [-0.7976, -2.3793, -2.5250], [-3.8860, 3.8011, 1.6718], [-3.6319, 3.1960, 2.8970], [-0.1799, -1.8793, -1.3991], [-1.9416, -1.6200, -3.0045], [-1.9494, 2.6847, 0.6724], [3.8423, 0.1134, -2.5839], [3.1318, 1.1506, -5.0708], [1.7895, -2.3835, 0.0071], [2.6755, 0.8795, -2.7050], [-1.1084, 2.5311, -0.4650], [4.2864, 0.3855, -4.9348], [2.0354, 0.8832, 3.6013], [-2.5477, 2.3312, 3.0128], [4.6386, -0.1322, -3.7017], [-3.8012, -0.9002, 2.0482], [1.7788, 1.1036, -1.5470], [-3.0589, 3.5497, 0.5952], [-0.9753, -3.8210, -2.6373], [-1.7243, 2.0486, 1.9282], [2.3424, 1.3855, -3.9621], [-5.6276, -0.1021, 2.1888], [-4.8132, -0.2028, 3.6821], [-2.9960, -1.5742, 3.7865], [5.5351, -0.7229, -3.5686], [4.9147, 0.1950, -5.7956], [-1.3130, 3.1042, -1.3638], [3.6602, -2.7228, 0.6586], [-3.2573, 4.0411, -0.3504], [-2.8353, -1.7905, -2.3929], [-4.2648, 3.3933, 3.7528], [-1.5999, -0.7107, -0.7756], [0.9422, 1.9004, 4.9849], [-0.0956, -4.3507, -2.2813], [-1.1330, -4.0781, -3.6838], [-1.4247, -2.6276, 2.1202], [3.5710, -0.0782, -0.7438], [-1.6993, -0.5590, -3.0036], [3.5186, -2.7033, -0.9898], [-4.7240, 4.4764, 1.5601], [2.8513, 1.5579, -6.0326], [1.4367, 1.9713, -4.0431], [-0.8146, -1.3032, 2.9433], [1.5323, -2.8271, -1.9726], [1.9764, -1.8811, 1.8357], [0.1078, 1.3657, 3.5267], [-2.1525, -1.9320, -4.0262], [-1.8427, -4.1561, -2.0568], [4.0373, 0.8706, 3.7432], [3.2640, 1.5613, 5.1183], [-2.3359, 1.8256, 3.9492]],
  "spin_multiplicity": 3,
  "homo_lumo_gap_ev": [4.52, 7.09],
  "molar_mass_g_mol": 582.5,
  "total_charge": 0,
  "relative_energy_kcal_mol": 16.7,
  "lumo_energy_ev": [0.18, 0.18],
  "e_tot_ha": -2986.00207,
  "fmax_ev_per_a": 0.74,
  "homo_ev": [-4.3, -6.9]
}

Record 2
{
  "formula": "C27H63Br6Cl3O16P4",
  "method": "wB97M-V/def2-TZVPD",
  "elements": ["Br", "Br", "Br", "Br", "Br", "Br", "Cl", "Cl", "Cl", "P", "P", "P", "P", "O", "O", "O", "O", "O", "O", "O", "O", "O", "O", "O", "O", "O", "O", "O", "O", "C", "C", "C", "C", "C", "C", "C", "C", "C", "C", "C", "C", "C", "C", "C", "C", "C", "C", "C", "C", "C", "C", "C", "C", "C", "C", "C", "H", "H", "H", "H", "H", "H", "H", "H", "H", "H", "H", "H", "H", "H", "H", "H", "H", "H", "H", "H", "H", "H", "H", "H", "H", "H", "H", "H", "H", "H", "H", "H", "H", "H", "H", "H", "H", "H", "H", "H", "H", "H", "H", "H", "H", "H", "H", "H", "H", "H", "H", "H", "H", "H", "H", "H", "H", "H", "H", "H", "H", "H", "H"],
  "xyz": [[1.3021, 3.5905, -1.1743], [-1.3990, 5.0788, -2.2210], [-0.4291, 5.5521, 0.7881], [2.5959, 0.3504, 1.4201], [-0.4727, 1.2226, 1.2310], [0.4229, -1.5065, -0.2268], [-0.5588, -1.8336, 3.3576], [0.3705, 0.2179, 5.1452], [-2.1617, -1.1682, 5.6756], [5.1067, -4.5484, 0.7025], [-4.6483, -0.7430, 2.1352], [-3.9369, -0.5167, -3.5915], [5.8437, 5.2900, -0.9062], [-4.6510, 0.6050, -4.2176], [3.6730, -4.7134, 1.3415], [-3.2632, -0.2752, 2.0203], [-4.9918, -2.0811, 1.3735], [-5.8009, 0.1992, 1.5808], [-3.3532, -1.5972, -4.6079], [6.8400, 6.0381, -0.1406], [-2.6681, -0.1555, -2.7102], [-4.8396, -1.4538, -2.6649], [-5.0464, -0.9644, 3.6575], [5.3390, -5.9421, -0.0502], [5.7729, 5.6751, -2.4665], [4.3231, 5.4610, -0.3848], [6.1087, -4.1933, 1.7136], [4.9503, -3.5700, -0.5493], [6.0960, 3.7102, -0.9405], [4.2433, 6.6765, 1.7205], [4.5423, -2.2011, -0.3547], [-2.3668, 1.2078, -2.4046], [7.5534, -6.7598, 0.5915], [-4.1224, -3.8888, -4.5336], [-7.0008, 2.3134, 1.3778], [-2.9608, 1.6562, -1.0958], [5.0769, 2.8633, 1.1049], [4.7547, 5.0247, -3.2510], [6.3277, 2.9447, 0.2511], [3.5623, 5.9192, -3.4940], [6.6572, -6.2342, -0.5392], [-6.7157, -0.0353, -1.8695], [-6.1946, -1.7376, 4.0552], [-2.9692, -2.9163, -4.2395], [2.5267, -5.0402, 0.5831], [3.9837, 6.6969, 0.2305], [-1.0658, -0.5509, 4.4281], [-4.1384, -3.2229, 1.3068], [-2.9991, -3.0389, 0.2986], [0.9480, 0.2864, 0.3328], [5.8140, -1.3656, -0.2941], [1.2842, -4.7973, 1.4007], [-7.3839, -0.8368, 4.3409], [0.1501, 5.1618, -1.0018], [-5.5245, -0.9224, -1.5117], [-5.8010, 1.5815, 1.9147], [-1.5933, 0.1824, 3.8299], [0.6832, 6.0464, -1.3186], [-6.3948, -2.6089, 3.4373], [-5.9473, -1.8362, -1.0879], [-4.8402, -0.4600, -0.8038], [-2.1564, -3.2088, -4.9052], [-7.8991, 1.7823, 1.7087], [6.3948, -1.6786, -1.1623], [1.1928, -5.3826, 2.3197], [6.9395, -7.2784, 1.3233], [-7.2389, -0.3127, -2.7782], [-4.4070, -3.6382, -5.5569], [7.1518, -5.4019, -1.0373], [-4.0552, 1.6849, -1.1445], [2.5649, -6.0647, 0.2097], [-7.9181, -1.2290, 5.2154], [-2.5917, 1.8861, -3.2300], [-8.1475, -0.7569, 3.5681], [4.2050, 2.4809, 0.5835], [-4.7462, -4.0658, 0.9881], [8.0811, -5.9613, 1.1174], [0.3612, -5.0395, 0.8621], [5.2690, 4.8434, -4.1982], [-1.2740, 1.2743, -2.3287], [-7.0398, 2.1994, 0.2884], [4.4194, 4.0698, -2.8421], [-2.6313, -2.9343, -3.2016], [-5.7698, 1.6273, 3.0121], [5.3088, 2.1605, 1.9151], [2.7252, 5.4677, -4.0205], [-3.7116, -3.4010, 2.2950], [-2.3503, -3.9159, 0.3582], [3.8438, 6.8460, -4.0022], [2.9177, 6.8930, 0.1022], [-5.9051, -2.0985, 5.0452], [-3.3994, -3.0591, -0.7155], [-2.4623, -2.1353, 0.5686], [-6.3656, 0.9968, -1.9631], [4.8074, 3.7860, 1.6155], [5.2813, 6.4358, 1.9545], [-2.7736, 0.8882, -0.3394], [5.6630, -0.2880, -0.3026], [3.2040, 6.2980, -2.5297], [3.9439, -1.9388, -1.2286], [6.5237, -7.0747, -1.2172], [2.3973, -4.4010, -0.2991], [-7.0759, 0.1348, 4.7272], [-4.9772, -3.7229, -3.8817], [3.8861, -2.0346, 0.4997], [1.1388, 0.8635, -0.5604], [6.3638, -1.6419, 0.6065], [3.6535, 5.8962, 2.2203], [8.3806, -7.3448, 0.1833], [-4.8980, 2.0972, 1.5652], [3.9488, 7.5672, 2.2768], [-3.8145, -4.9322, -4.4891], [1.1065, -3.7598, 1.6922], [6.5882, 1.9663, -0.1585], [4.5456, 7.5440, -0.1702], [-2.5758, 2.5843, -0.6828], [7.1928, 3.2339, 0.8515], [-7.0321, 3.3751, 1.5933], [-7.3972, -0.0182, -1.0159]],
  "homo_lumo_gap_ev": 9.72,
  "molar_mass_g_mol": 1353.5,
  "total_charge": 0,
  "relative_energy_kcal_mol": 0.0,
  "lumo_energy_ev": -0.61,
  "e_tot_ha": -20460.88449,
  "fmax_ev_per_a": 1.85,
  "homo_ev": -10.3
}

Record 3
{
  "formula": "C4H12O2",
  "method": "wB97M-V/def2-TZVPD",
  "elements": ["O", "O", "C", "C", "C", "C", "H", "H", "H", "H", "H", "H", "H", "H", "H", "H", "H", "H"],
  "xyz": [[-2.0892, -0.2044, 3.2600], [1.2055, -0.4960, -2.0127], [-0.0868, -0.2016, 0.0454], [-0.1477, 1.4098, -1.9541], [0.8327, -0.8733, 1.0660], [0.6794, 0.4747, -1.1173], [1.8666, -1.0365, -1.5712], [1.5096, -1.6575, 0.7182], [-0.5230, 0.6434, 0.5851], [1.4950, 1.0201, -0.6417], [0.5251, 1.9871, -2.5868], [-0.8177, -0.8764, -0.3785], [-1.2769, 0.1655, 2.8760], [1.4871, -0.1541, 1.5438], [-2.7489, -0.0733, 2.5595], [-0.7961, 2.0686, -1.3886], [-0.7397, 0.8330, -2.6593], [0.1635, -1.3237, 1.7995]],
  "homo_lumo_gap_ev": 10.96,
  "molar_mass_g_mol": 92.1,
  "total_charge": 0,
  "relative_energy_kcal_mol": 3.2,
  "lumo_energy_ev": 0.76,
  "e_tot_ha": -310.06782,
  "smiles": "CC[C@H](C)O.O",
  "fmax_ev_per_a": 1.69,
  "homo_ev": -10.2
}

Record 4
{
  "formula": "C22H49N2P3RuS2",
  "method": "wB97M-V/def2-TZVPD",
  "elements": ["Ru", "S", "S", "P", "P", "P", "N", "N", "C", "C", "C", "C", "C", "C", "C", "C", "C", "C", "C", "C", "C", "C", "C", "C", "C", "C", "C", "C", "C", "C", "H", "H", "H", "H", "H", "H", "H", "H", "H", "H", "H", "H", "H", "H", "H", "H", "H", "H", "H", "H", "H", "H", "H", "H", "H", "H", "H", "H", "H", "H", "H", "H", "H", "H", "H", "H", "H", "H", "H", "H", "H", "H", "H", "H", "H", "H", "H", "H", "H"],
  "xyz": [[-0.0708, 0.0950, -0.0226], [-0.1318, 0.0028, 2.2336], [-0.2860, -1.0818, -6.2208], [1.8079, 1.1887, 1.1996], [-1.8645, 1.5992, 0.3444], [0.4494, 0.8505, -1.9878], [-1.3797, 0.2834, 4.4607], [0.7347, -0.9454, 4.5464], [-2.4136, 2.1078, 2.0133], [-0.4007, -1.8557, -0.8438], [-0.6582, -2.6452, -6.8764], [0.9704, -1.7848, -0.3597], [1.1848, 2.5023, -2.2403], [1.4351, -0.7337, 5.7955], [-1.0735, 1.6901, 6.3993], [-1.6636, 3.2712, -0.3614], [3.3548, 0.8021, 0.3693], [-2.0827, -4.1950, -8.1019], [0.2651, -3.6888, -6.6698], [1.6002, -0.1470, -2.9825], [2.3627, -1.8781, 6.0930], [1.8107, 2.9836, 1.3379], [-1.6433, 0.4115, 5.8766], [2.2649, 0.7443, 2.9056], [-1.1587, -5.2298, -7.8917], [0.0138, -4.9676, -7.1735], [-3.4455, 1.1028, -0.3948], [-0.9822, 0.9040, -3.1163], [-1.8363, -2.9142, -7.6000], [-0.1324, -0.0779, 3.9845], [1.2301, 2.6980, -3.3221], [3.5282, -0.2789, 0.3917], [1.0102, -1.7443, 3.9664], [3.2478, 1.2152, 3.1595], [-2.5606, -2.1155, -7.7685], [-0.8093, 3.7839, 0.0966], [-3.0004, -4.3921, -8.6616], [4.1623, 1.3152, 0.9061], [1.8040, -2.8091, 6.1942], [-2.7946, 1.2656, 2.6044], [2.2066, 2.5317, -1.8400], [-3.2280, 2.8395, 1.9005], [0.7429, -5.7616, -7.0014], [-0.6321, 1.1369, -4.1307], [0.7005, -0.6188, 6.5978], [2.5941, -0.1793, -2.5202], [-1.4758, -0.0758, -3.1288], [3.3337, 1.1475, -0.6660], [-1.3491, 1.7799, 7.4530], [1.9977, 0.2154, 5.7224], [-2.1294, -0.0135, 3.8520], [-1.5971, 2.5832, 2.5729], [-1.3022, -0.4953, 6.3911], [-3.3221, 0.9298, -1.4695], [2.8614, -1.6743, 7.0404], [1.1769, -3.4855, -6.1118], [1.2303, -1.1716, -3.1037], [-1.4927, 2.5414, 5.8630], [1.0018, 3.3381, 1.9915], [3.1206, -1.9799, 5.3193], [0.5936, 3.2930, -1.7654], [-1.5309, 3.2347, -1.4467], [-4.1880, 1.8983, -0.2416], [-3.8107, 0.1787, 0.0678], [1.6806, 0.3180, -3.9733], [0.0138, 1.7203, 6.3176], [2.3640, -0.3364, 3.0397], [1.5473, 1.1497, 3.6462], [-1.0963, -2.5247, -0.3254], [1.7085, 3.4477, 0.3505], [-2.5781, 3.8377, -0.1419], [-1.4139, -0.4367, -6.6530], [-2.7324, 0.4200, 5.9450], [1.2558, -2.4081, 0.4957], [-1.7102, 1.6633, -2.8094], [1.7776, -1.6611, -1.0907], [-0.5908, -1.7780, -1.9192], [2.7749, 3.2921, 1.7725], [-1.3512, -6.2284, -8.2831]],
  "spin_multiplicity": 6,
  "homo_lumo_gap_ev": [5.66, 4.18],
  "molar_mass_g_mol": 599.8,
  "total_charge": 3,
  "lumo_energy_ev": [-7.87, -11.39],
  "e_tot_ha": -2891.36718,
  "fmax_ev_per_a": 3.54,
  "homo_ev": [-13.5, -15.6]
}